No. 1
Density functional theory data (the ωB97M-V functional and the def2-TZVPD basis) for a molecular structure, C37H30CaF6N3O4P2S6SbSe2.

Summary:
highest occupied orbital energy	-0.0831	Eh
orbital gap	6.062	eV
relative energy (zero: lowest compared OMol25 entry of this formula, charge and spin)	16.5	kcal/mol
LUMO level	3.801	eV
total charge	-2
largest force on an atom	2.88	eV/A

```
92
Properties=species:S:1:pos:R:3:forces:R:3:lowdin_charge:R:1
Ca 2.60241 1.00916 0.98388 0.5882 -0.9552 -2.6506 0.9834
F 5.05404 3.38314 4.37453 -0.1966 0.0237 0.1664 0.1445
C 3.80039 3.13885 4.76983 0.5653 -0.1601 -0.0357 -0.6866
F 3.82279 2.56053 5.96445 0.0480 -0.1201 0.0353 0.1501
F 3.13927 4.27796 4.86258 -0.1396 0.1014 -0.1296 0.1632
S 3.05253 2.03568 3.50422 -1.1468 0.4594 -0.3872 0.6017
O 2.96904 2.85305 2.28065 0.2703 -0.2989 1.6871 -0.4201
O 3.85495 0.84169 3.34361 -0.4460 0.6750 0.4629 -0.2889
N 1.61801 1.77672 4.18148 0.0417 0.3005 -0.4828 -0.2771
S 0.29306 1.75652 3.27986 0.7370 -0.5408 -0.6683 0.6405
O 0.57044 1.18849 1.94387 -0.9320 0.8932 1.6256 -0.4760
O -0.84501 1.26657 3.98740 0.3788 -0.1735 0.1566 -0.2548
C -0.21296 3.52658 3.01764 0.2762 -0.0596 -0.0865 -0.6790
F -1.41395 3.53522 2.44445 -0.1485 -0.0381 -0.1847 0.1354
F 0.62793 4.22171 2.27243 -0.0729 -0.0196 0.0920 0.1585
F -0.32249 4.10332 4.21567 0.0687 0.1113 0.0906 0.1340
S 2.25906 -4.93173 -1.15975 0.0504 0.1557 -0.0247 -0.2595
Sb 3.54746 -3.09538 -0.68679 0.0339 -0.1927 -0.1036 -0.1743
S 2.55516 -1.71165 0.84874 -0.4052 0.0019 0.6340 -0.1237
S 3.39274 -1.69797 -2.74435 -0.2992 0.7714 -0.1038 -0.0184
S 5.77721 -3.32559 -0.39262 0.2074 -0.0787 0.0276 -0.2845
Se 3.11094 0.40542 -2.00878 0.7836 -0.7746 -0.1230 0.5414
Se 4.61267 4.21554 -0.78045 -0.3047 -0.0127 -0.0331 0.4249
C 2.73840 4.15203 -0.90604 0.0582 0.2218 -0.0180 -0.8223
C 2.01316 5.31984 -1.27826 0.5657 0.1721 -0.0348 -0.1551
C 0.65398 5.33438 -1.35725 -0.3151 -0.1556 0.0237 -0.1040
C -0.05450 4.15760 -1.07227 0.1076 0.1632 -0.0439 -0.0977
C 0.69690 3.06510 -0.72786 -0.0540 -0.3321 -0.1094 -0.2126
N 2.03740 3.03003 -0.64535 0.0063 -0.1216 0.4702 -0.0780
C 4.87603 0.55533 -1.15348 -0.1452 -0.0631 -0.1057 -0.6492
C 6.02589 0.29676 -1.88635 -0.1532 0.0057 -0.2015 -0.1222
C 7.23788 0.35598 -1.23878 0.1520 0.0198 0.1341 -0.0709
C 7.27736 0.67231 0.11383 -0.1239 -0.0272 -0.1095 -0.0591
C 6.08308 0.90740 0.76082 -0.0098 0.0065 0.0446 -0.1392
N 4.90290 0.84296 0.14303 -0.1393 -0.0512 -0.2127 -0.0771
H 2.59455 6.20740 -1.49403 -0.0373 -0.0280 0.0154 0.0741
H 0.13541 6.24318 -1.63555 -0.0467 0.0500 -0.0210 0.0932
H -1.13237 4.09225 -1.11075 -0.0463 0.0292 -0.0137 0.0896
H 0.20697 2.12093 -0.51298 -0.0121 -0.0013 0.0425 0.0359
H 5.95580 0.02886 -2.93412 -0.0429 0.0243 0.1339 0.0968
H 8.15005 0.14170 -1.77937 0.0385 -0.0057 -0.0162 0.1042
H 8.20721 0.71073 0.66116 0.0490 0.0125 0.0139 0.0971
H 6.05313 1.14428 1.81812 -0.0157 -0.0129 -0.0267 0.1049
C -2.04148 0.58642 -0.75448 0.1971 0.2855 -0.0769 -0.5252
P -0.52831 -0.46928 -0.56326 0.3005 -0.2023 0.1903 1.0414
C -0.38467 -1.18492 -2.24454 -0.1018 -0.0371 -0.0170 -0.3655
C -0.13519 -0.25008 -3.25537 -0.0090 0.1786 0.0880 -0.1574
C 0.05654 -0.64221 -4.56678 0.0428 -0.1120 -0.0140 -0.0995
C 0.04644 -1.99379 -4.89421 -0.0138 0.0895 0.0773 -0.1013
C -0.16345 -2.93020 -3.89848 -0.0334 0.0568 0.0276 -0.0882
C -0.39051 -2.53080 -2.58773 -0.0053 -0.0455 -0.0150 -0.1056
C -1.06422 -1.76206 0.61229 0.0587 0.0632 -0.0238 -0.3824
C -0.58822 -3.07237 0.61026 0.1016 -0.0312 -0.0410 -0.1466
C -1.00798 -3.97506 1.57334 -0.0515 0.0423 0.0538 -0.0745
C -1.87928 -3.58500 2.58210 0.0191 0.0197 -0.0526 -0.0963
C -2.30009 -2.26430 2.64011 0.0488 -0.0534 -0.0551 -0.0862
C -1.88310 -1.36778 1.66832 -0.0353 0.1597 0.0503 -0.1293
P -3.77183 0.10018 -1.16670 -0.3474 0.0222 0.0603 1.0444
C -4.61675 -0.01404 0.47055 0.0944 0.0745 -0.0603 -0.3822
C -5.64992 -0.92221 0.69004 0.0034 -0.1610 -0.1431 -0.1069
C -6.36178 -0.93359 1.88023 0.0067 0.0048 0.0048 -0.0974
C -6.06777 -0.02374 2.88336 0.0374 0.0141 -0.0258 -0.1070
C -5.06524 0.91197 2.66943 -0.0489 -0.0351 -0.0047 -0.0873
C -4.36364 0.92177 1.47590 0.0167 0.0542 -0.0471 -0.1244
C -3.70750 -1.62682 -1.75897 -0.0958 -0.0941 -0.0625 -0.3923
C -3.88998 -1.77985 -3.13209 0.0347 0.0272 -0.0982 -0.1239
C -3.85822 -3.03155 -3.72836 0.0429 0.0084 0.0560 -0.0982
C -3.65205 -4.15726 -2.94795 0.0325 0.0330 0.0523 -0.0942
C -3.47970 -4.02414 -1.57591 -0.0247 -0.0008 -0.1361 -0.0752
C -3.51048 -2.77185 -0.98668 -0.0598 0.0813 0.1452 -0.0977
H -1.74017 1.28728 -1.54596 -0.1108 -0.1144 0.0965 0.0172
H -2.09939 1.22053 0.13475 0.0744 -0.0147 0.0219 0.0143
H -0.06147 0.80811 -3.00996 -0.0159 -0.0709 -0.0004 0.0904
H 0.25849 0.10443 -5.32262 0.0034 0.0379 -0.0522 0.0979
H 0.23468 -2.30959 -5.91059 0.0171 -0.0213 -0.0825 0.0927
H -0.13307 -3.98743 -4.12227 0.0045 -0.0563 -0.0166 0.1050
H -0.54960 -3.29591 -1.84661 -0.0225 0.0091 -0.0209 0.0686
H 0.13705 -3.41661 -0.11298 0.1022 0.0324 0.0322 0.0110
H -0.61960 -4.98272 1.53616 0.0382 -0.0893 0.0121 0.1041
H -2.19742 -4.29389 3.33505 -0.0235 -0.0429 0.0389 0.0905
H -2.94490 -1.92248 3.43847 -0.0385 0.0305 0.0447 0.1001
H -2.21163 -0.34175 1.75132 0.0492 -0.0054 -0.0080 0.0729
H -5.89505 -1.64872 -0.07562 0.0277 -0.0131 -0.0026 0.0990
H -7.14413 -1.66751 2.02344 -0.0313 -0.0297 0.0096 0.0951
H -6.61007 -0.04276 3.81854 -0.0307 0.0037 0.0490 0.0917
H -4.81680 1.63519 3.43393 0.0092 0.0305 0.0506 0.1016
H -3.59549 1.67306 1.34747 0.0372 0.0294 -0.0136 0.0888
H -4.04064 -0.89869 -3.74472 -0.0195 0.0185 -0.0004 0.0873
H -3.97591 -3.12124 -4.79942 -0.0069 -0.0105 -0.0561 0.0965
H -3.60635 -5.13428 -3.40798 -0.0010 -0.0842 -0.0247 0.0969
H -3.29140 -4.89432 -0.96345 0.0011 -0.0620 0.0542 0.1050
H -3.36369 -2.69102 0.08154 -0.0680 0.0049 0.0061 0.0890
```
Positions in Å, forces in eV/Å.

=====

No. 2
Density functional theory data (the ωB97M-V functional and the def2-TZVPD basis) for a molecular structure, C37H30CuN3O2P.

Summary:
highest occupied orbital energy	-0.1421	Eh
orbital gap	6.294	eV
relative energy (zero: lowest compared OMol25 entry of this formula, charge and spin)	0.0	kcal/mol
LUMO level	2.428	eV
total charge	-1
largest force on an atom	0.33	eV/A

```
74
Properties=species:S:1:pos:R:3:forces:R:3:lowdin_charge:R:1
Cu -1.48477 0.89773 1.60925 0.2463 0.1057 0.1964 0.2709
O -4.68248 -0.75495 -4.38582 -0.0234 0.1856 0.0005 -0.0482
C -4.58325 -1.53975 -3.42657 0.1374 -0.0637 -0.0910 -0.6987
O -4.94527 -2.72236 -3.31013 -0.0222 -0.0988 0.1366 -0.0453
C -3.85026 -0.95640 -2.18737 -0.0643 0.0134 0.0284 -0.0878
C -3.50538 -1.76190 -1.11135 -0.0245 0.0624 -0.0640 0.0463
C -2.81756 -1.20989 -0.04163 0.0413 0.0159 0.0101 -0.2052
N -2.48235 0.08232 -0.00066 -0.1787 -0.0451 -0.0315 0.1129
C -2.85635 0.87615 -1.00796 0.0419 0.0112 0.0218 -0.1859
C -3.52372 0.39123 -2.12049 0.0208 -0.1029 -0.0372 0.0545
C -2.51127 2.31085 -0.82894 -0.0301 -0.0694 -0.0311 -0.1967
C -2.51862 3.21989 -1.88188 0.0183 0.0266 0.0476 -0.0148
C -2.18379 4.53496 -1.62337 0.0054 0.0231 -0.0027 -0.0698
C -1.83789 4.90331 -0.33088 0.0046 -0.0031 0.0010 -0.0670
C -1.85055 3.92972 0.65317 0.0281 0.0292 -0.0302 -0.1210
N -2.19145 2.66853 0.41660 -0.0595 0.1311 -0.1355 0.0835
C -2.39864 -2.00558 1.14050 -0.0156 0.0640 -0.0467 -0.2276
C -2.10525 -3.36284 1.04239 0.0180 0.0353 0.0187 -0.0153
C -1.70198 -4.03708 2.17982 0.0049 -0.0068 0.0105 -0.0771
C -1.60355 -3.33722 3.37364 0.0227 -0.0015 0.0127 -0.0710
C -1.90974 -1.98559 3.37064 0.0779 -0.0167 -0.0205 -0.1369
N -2.30054 -1.32728 2.28625 -0.1470 -0.1712 -0.0049 0.0984
H -3.79821 -2.80199 -1.14265 -0.0151 -0.0330 0.0030 0.1184
H -3.81089 1.01808 -2.95249 -0.0297 0.0054 -0.0174 0.1137
H -2.75986 2.89232 -2.88133 -0.0081 -0.0020 -0.0457 0.1123
H -2.17560 5.26223 -2.42561 0.0021 0.0045 0.0035 0.1052
H -1.55835 5.91904 -0.08770 0.0015 0.0181 -0.0022 0.0973
H -1.56997 4.15448 1.67531 0.0045 0.0219 0.0376 0.1110
H -2.17082 -3.86319 0.08699 -0.0027 -0.0212 -0.0277 0.1147
H -1.45392 -5.08991 2.13248 -0.0049 -0.0053 0.0050 0.1043
H -1.29038 -3.82212 4.28858 0.0050 -0.0010 -0.0036 0.0974
H -1.82178 -1.39466 4.27443 -0.0218 0.0093 0.0532 0.1056
C 3.51720 -0.45013 -1.50521 0.0668 0.0617 -0.0568 -0.0485
C 3.21129 -1.67685 -0.68578 0.0844 0.0619 -0.1383 -0.2721
C 3.98332 -2.81692 -0.90942 0.0405 -0.0238 -0.0020 -0.0596
C 3.78254 -3.99047 -0.20361 -0.0540 0.0270 0.0359 -0.0952
C 2.78084 -4.04322 0.75554 0.0638 -0.0192 -0.0518 -0.0959
C 1.99587 -2.92475 0.97055 -0.0350 -0.0410 0.0363 -0.1083
C 2.19369 -1.73099 0.27155 -0.1581 -0.0002 0.0691 -0.3189
P 0.95733 -0.43782 0.74591 0.0603 -0.1223 0.1381 1.1354
C 0.83314 0.61345 -0.75485 -0.1231 -0.0288 0.0405 -0.3354
C 1.15827 1.96860 -0.71141 -0.0562 0.1099 0.0526 -0.0900
C 1.01997 2.77364 -1.82815 -0.0275 -0.0068 -0.0344 -0.0915
C 0.53620 2.23013 -3.01072 0.0336 -0.0005 -0.0084 -0.0968
C 0.18005 0.89283 -3.05270 -0.0209 0.0258 -0.0160 -0.0535
C 0.31734 0.06967 -1.93714 -0.0621 0.0405 -0.0111 -0.2939
C -0.07223 -1.37732 -2.06047 0.0139 -0.0481 0.0032 -0.0396
C 1.95926 0.65049 1.83074 0.0108 -0.0421 0.0763 -0.3295
C 3.33766 0.76887 1.67714 0.0743 -0.0683 0.0230 -0.1022
C 4.06946 1.70842 2.38668 0.0048 0.0150 -0.0041 -0.1090
C 3.39825 2.55229 3.26097 0.0136 0.0186 -0.0076 -0.1096
C 2.03577 2.40907 3.45401 -0.0105 0.0417 -0.0018 -0.0687
C 1.27509 1.44323 2.77772 -0.0402 -0.0054 -0.0363 -0.3308
C -0.17246 1.27058 3.07287 -0.0081 0.0072 0.0187 -0.2161
H 4.57273 -0.44360 -1.77895 0.0383 -0.0029 -0.0261 0.0808
H 3.28960 0.47392 -0.97682 0.0840 -0.1233 -0.1132 0.0570
H 2.93199 -0.43633 -2.42796 0.0044 0.0021 -0.0042 0.0866
H 4.76906 -2.77061 -1.65510 0.0174 -0.0051 -0.0148 0.1056
H 4.40224 -4.85490 -0.40330 0.0156 -0.0290 0.0028 0.0949
H 2.60294 -4.94898 1.32024 0.0019 -0.0322 0.0116 0.0950
H 1.18733 -2.97046 1.69300 -0.0048 0.0112 0.0074 0.0819
H 1.53392 2.39314 0.21312 -0.0185 0.0057 -0.0613 0.1061
H 1.27781 3.82322 -1.77081 0.0141 0.0366 -0.0053 0.0997
H 0.42213 2.84789 -3.89283 -0.0155 0.0177 -0.0130 0.0991
H -0.23045 0.47025 -3.96270 -0.0044 -0.0046 -0.0296 0.1172
H -0.93099 -1.48268 -2.72308 -0.0099 -0.0244 -0.0269 0.0835
H -0.32939 -1.81640 -1.09609 -0.0107 0.0105 0.0165 0.0483
H 0.74942 -1.97041 -2.47216 0.0233 -0.0050 0.0109 0.0885
H 3.85573 0.11842 0.98120 -0.0220 0.0547 0.1339 0.0856
H 5.13965 1.78815 2.24606 0.0228 0.0056 0.0018 0.0896
H 3.94238 3.31174 3.81086 0.0085 0.0033 0.0116 0.0914
H 1.52725 3.04453 4.17027 -0.0017 0.0175 0.0176 0.0983
H -0.48696 2.08592 3.73644 -0.0142 -0.0307 -0.0003 0.0203
H -0.26983 0.34623 3.66118 -0.0329 -0.0315 -0.0389 0.0225
```
Positions in Å, forces in eV/Å.